1.
The following is a quantum chemistry calculation of C33H21Cl2LuN7O2S as an isolated structure, from the Open Molecules 2025 dataset.

Last column: Mulliken charge in e.
Positions of all 67 atoms, in Å:
Lu -0.502 0.489 -0.125  1.8125
Cl -6.501 0.026 3.769  -0.2498
C -4.911 0.508 3.245  0.0900
C -4.261 -0.265 2.301  -0.7640
C -2.989 0.074 1.846  0.2822
N -2.327 -0.605 0.811  -0.1353
C -2.499 -1.925 0.646  -0.1526
O -3.029 -2.748 1.394  -0.7624
C -1.981 -2.405 -0.697  0.5170
C -2.281 -3.683 -1.142  -0.7773
C -1.923 -4.031 -2.432  -0.3718
C -1.288 -3.090 -3.232  -1.1310
C -1.006 -1.847 -2.697  -0.0404
N -1.336 -1.517 -1.450  0.2703
C -2.365 1.223 2.364  0.3084
C -3.028 1.987 3.317  -0.5274
C -4.294 1.640 3.756  0.0023
Cl -5.072 2.644 4.949  -0.2485
N -1.097 1.570 1.841  -0.3952
C -0.172 2.048 2.690  -0.0884
O -0.237 2.188 3.913  -0.7571
C 1.138 2.417 2.023  0.3462
C 2.066 3.177 2.718  -0.6375
C 3.262 3.491 2.097  -0.3804
C 3.497 3.020 0.813  -0.9908
C 2.521 2.258 0.199  -0.2073
N 1.361 1.971 0.788  0.5236
H -4.741 -1.154 1.921  0.5423
H -2.796 -4.354 -0.468  0.5095
H -2.149 -5.018 -2.818  0.4286
H -1.011 -3.312 -4.254  0.4409
H -0.503 -1.077 -3.271  0.4864
H -2.547 2.859 3.731  0.5211
H 1.822 3.489 3.723  0.5352
H 4.004 4.093 2.607  0.4065
H 4.417 3.237 0.287  0.4521
H 2.658 1.868 -0.803  0.2670
C 1.095 3.993 -3.083  -0.7733
C 1.523 3.211 -4.234  -0.6689
C 1.584 1.871 -4.117  -0.8673
C 1.214 1.241 -2.870  1.1404
N 0.333 1.980 -1.996  0.3236
C 0.521 3.381 -2.041  -0.6619
C 1.703 0.026 -2.432  0.0014
C 2.651 -0.752 -3.199  -1.5519
C 3.119 -1.927 -2.723  -1.1130
C 2.686 -2.421 -1.462  -0.8971
C 1.778 -1.667 -0.774  0.6748
N 1.296 -0.484 -1.209  1.2267
C 1.268 -2.105 0.562  0.6132
C 1.391 -3.408 1.026  -1.1673
C 0.910 -3.724 2.283  -0.4778
C 0.317 -2.737 3.055  -1.0472
C 0.198 -1.473 2.512  0.0396
N 0.659 -1.166 1.296  0.2438
H 1.193 5.071 -3.076  0.3867
H 1.787 3.704 -5.161  0.4023
H 1.915 1.269 -4.956  0.3426
H 0.095 3.923 -1.206  0.5053
H 3.007 -0.370 -4.145  0.3871
H 3.843 -2.492 -3.299  0.4088
H 3.076 -3.343 -1.060  0.3974
H 1.830 -4.168 0.397  0.3882
H 0.983 -4.739 2.653  0.4102
H -0.086 -2.944 4.036  0.4486
H -0.308 -0.678 3.049  0.3581
S -1.481 1.684 -2.186  -0.5979

Atoms 1-6, force components in eV/Å:
Lu 0.16 0.62 -0.47
Cl 0.04 0.03 0.00
C -0.01 0.00 0.01
C 0.01 -0.13 0.01
C 0.00 -0.09 -0.08
N -0.12 0.00 0.22

As for the energy relative to the best compared isomer or geometry (same formula, charge and spin): 33.3 kJ/mol. As for the LUMO energy: 2.33 eV. As for the largest force on an atom: 0.8 eV/A. As for the net charge: -1. For the HOMO energy, the calculation gives -3.466 eV.


2.
The following is a quantum chemistry calculation of C33H21F3N2O7RuS2Sb as an isolated structure, from the Open Molecules 2025 dataset.

Last column: Mulliken charge in e.
Positions of all 70 atoms, in Å:
Ru 0.692 -0.337 0.974  -0.4334
O -0.029 0.912 -3.251  -0.6520
C 1.260 1.207 -3.535  0.2492
C 1.536 1.550 -4.859  -0.7029
C 2.818 1.879 -5.243  -0.3445
C 3.858 1.878 -4.315  -0.8179
C 3.591 1.541 -3.006  -0.7967
C 2.300 1.198 -2.591  0.6295
C 2.073 0.845 -1.175  0.3996
O 0.883 0.337 -0.877  0.2264
N 2.986 1.054 -0.295  -0.6143
N 2.550 0.704 0.995  0.0849
C 3.412 1.028 1.902  0.0297
S 4.926 1.776 1.462  -0.0007
C 5.627 1.651 3.130  -0.5627
C 4.501 1.793 4.131  -0.6112
S 3.131 0.739 3.587  0.0320
H -0.080 0.704 -2.302  0.1661
H 0.716 1.553 -5.564  0.4735
H 3.014 2.141 -6.275  0.3858
H 4.864 2.133 -4.618  0.4092
H 4.380 1.530 -2.267  0.4941
H 6.359 2.450 3.236  0.3817
H 6.129 0.690 3.235  0.3073
H 4.154 2.823 4.203  0.3263
H 4.790 1.442 5.121  0.3784
O -1.263 -1.869 7.193  -0.5076
C -1.139 -1.721 6.013  0.2668
C 0.105 -1.176 5.307  0.0187
O 1.111 -0.790 5.853  -0.5630
C -0.159 -1.219 3.843  0.7125
C -1.506 -1.741 3.584  0.7591
O -2.017 -1.889 2.483  -0.5657
C -2.173 -2.042 4.921  -0.0661
O -3.291 -2.442 5.070  -0.5143
O 0.673 -0.865 2.970  -0.2770
F -5.891 -3.067 -2.232  -0.3401
C -5.016 -2.291 -1.567  0.3538
C -4.094 -1.563 -2.291  -0.7435
C -3.198 -0.764 -1.598  -0.0720
C -3.232 -0.704 -0.204  -0.1506
C -4.171 -1.459 0.495  -0.6067
C -5.075 -2.258 -0.188  -0.6951
Sb -1.828 0.527 0.775  1.2521
C 0.335 -2.231 0.219  0.3248
C 0.246 -3.306 1.114  -0.1194
C 0.012 -4.597 0.667  -0.8930
C -0.132 -4.803 -0.691  0.3388
F -0.361 -6.053 -1.135  -0.3463
C -0.047 -3.776 -1.610  -0.8016
C 0.195 -2.492 -1.148  0.4088
C -1.986 2.251 -0.435  -0.0895
C -3.141 2.582 -1.146  -0.3319
C -3.185 3.719 -1.936  -0.6621
C -2.064 4.525 -1.993  0.4013
F -2.103 5.630 -2.760  -0.3337
C -0.907 4.243 -1.295  -0.6944
C -0.878 3.100 -0.512  -0.3777
H -4.082 -1.629 -3.370  0.4747
H -2.472 -0.187 -2.159  0.5463
H -4.189 -1.449 1.577  0.4685
H -5.811 -2.854 0.333  0.4657
H 0.357 -3.148 2.179  0.4800
H -0.062 -5.432 1.350  0.4726
H -0.164 -3.987 -2.664  0.4903
H 0.263 -1.688 -1.868  0.5322
H -4.012 1.940 -1.099  0.4445
H -4.067 3.988 -2.501  0.4546
H -0.055 4.904 -1.377  0.4541
H 0.032 2.860 0.027  0.1938

Atoms 1-6, force components in eV/Å:
Ru 0.55 -0.68 -0.23
O 0.01 0.00 0.03
C -0.02 0.02 -0.04
C 0.06 0.02 0.00
C -0.01 0.00 -0.01
C 0.00 -0.01 0.02

As for the energy relative to the best compared isomer or geometry (same formula, charge and spin): 0.0 kJ/mol. As for the LUMO energy (alpha / beta): -0.79 / -2.91 eV. As for the largest force on an atom: 0.9 eV/A. Its spin multiplicity is 6. For the HOMO energy (alpha / beta), the calculation gives -7.025 / -8.659 eV.


3.
The following is a quantum chemistry calculation of C33H21N9RuS3 as an isolated structure in a non-equilibrium geometry, from the Open Molecules 2025 dataset.

Last column: Mulliken charge in e.
Positions of all 67 atoms, in Å:
Ru -0.833 0.327 0.032  -0.1820
S 0.719 0.161 -1.833  -0.3938
C 1.247 -1.313 -1.120  0.8891
S 0.490 -1.576 0.429  -0.2952
C 2.148 -2.181 -1.669  0.4386
C 2.733 -1.905 -2.941  -0.0497
N 3.191 -1.667 -3.970  -0.5043
C 2.509 -3.385 -0.994  -0.1582
N 2.797 -4.359 -0.453  -0.4908
S -2.206 -0.110 1.788  -0.3939
C -1.448 0.854 2.983  0.7025
N -1.951 0.765 4.251  -0.7742
N -1.540 1.713 5.083  0.0909
C -1.379 3.092 4.734  0.2944
C -0.318 3.807 5.268  -0.2752
C -0.187 5.156 4.978  -0.5657
C -1.106 5.787 4.151  -0.4998
C -2.166 5.064 3.620  -0.6817
C -2.310 3.718 3.914  -0.0794
N -0.397 1.579 2.688  -0.6820
N -0.031 1.577 1.398  0.5458
C 1.037 2.478 1.166  -0.7796
C 0.906 3.795 1.613  0.6214
C 1.913 4.711 1.361  -0.6540
C 3.057 4.322 0.671  -0.4948
C 3.195 3.005 0.257  -0.8840
C 2.192 2.077 0.508  -0.0894
H -1.838 1.528 6.030  0.2511
H 0.409 3.296 5.885  0.4213
H 0.645 5.713 5.389  0.3868
H -0.998 6.840 3.923  0.4102
H -2.891 5.553 2.982  0.3905
H -3.135 3.145 3.511  0.4487
H 0.015 4.081 2.159  0.4384
H 1.807 5.732 1.706  0.4305
H 3.842 5.039 0.471  0.3887
H 4.093 2.688 -0.257  0.4280
H 2.306 1.047 0.207  0.4912
N -8.107 2.895 -7.175  -0.4992
C -7.300 2.621 -6.405  -0.1279
C -6.289 2.277 -5.440  0.6267
C -6.510 2.528 -4.088  -0.8758
C -5.535 2.198 -3.162  0.0103
C -4.343 1.617 -3.579  -1.0946
C -4.126 1.369 -4.930  -0.0304
C -5.095 1.697 -5.862  -0.8632
C -3.285 1.277 -2.577  0.5454
C -2.447 2.309 -2.173  0.2449
C -2.457 3.659 -2.710  -0.6670
C -1.403 4.292 -2.163  -1.4780
C -0.765 3.324 -1.278  -0.0624
N -1.384 2.178 -1.282  1.2047
C -3.200 -0.047 -2.165  0.2800
C -4.037 -1.124 -2.660  -0.7643
C -3.622 -2.253 -2.051  -1.2356
C -2.545 -1.855 -1.169  -0.3535
N -2.299 -0.567 -1.245  1.0529
H -7.441 2.976 -3.771  0.4607
H -5.701 2.390 -2.109  0.5347
H -3.194 0.920 -5.251  0.5435
H -4.932 1.510 -6.914  0.4645
H -3.162 4.042 -3.429  0.5492
H -1.068 5.301 -2.336  0.4876
H 0.118 3.482 -0.675  0.3138
H -4.828 -1.012 -3.383  0.5299
H -3.996 -3.255 -2.172  0.4736
H -1.967 -2.486 -0.508  0.5895

Atoms 1-6, force components in eV/Å:
Ru 0.65 0.54 -1.41
S -0.11 -0.02 0.13
C 0.08 -0.14 -0.04
S -0.44 0.56 0.13
C -0.03 0.00 0.03
C 0.01 0.01 -0.04

As for the energy relative to the best compared isomer or geometry (same formula, charge and spin): 70.1 kJ/mol. As for the LUMO energy (alpha / beta): -1.97 / -3.78 eV. As for the largest force on an atom: 1.6 eV/A. Its spin multiplicity is 5. For the HOMO energy (alpha / beta), the calculation gives -7.198 / -7.966 eV.